Arrangement one

Molecular formula: C2H6NP
Method: DFT, ωB97M-V/def2-TZVPD

Structure (ORCA input):
```
! wB97M-V def2-TZVPD RIJCOSX def2/J DEFGRID3
* xyz 0 1
C 0.09560 0.99558 0.25309
C -0.70208 -0.34154 0.25985
N 0.12347 1.60739 -0.87311
P 0.53862 -1.77673 0.39056
H 0.56176 1.14810 1.20504
H -1.21266 -0.39450 1.25002
H -1.37069 -0.49367 -0.60286
H 0.49046 2.54462 -0.73456
H 1.51630 -1.04335 -0.33673
H -0.04080 -2.24590 -0.81128
*
```

The value obtained for the HOMO energy is -9.561 eV. The orbital gap is 10.61 eV. For the LUMO energy, the calculation gives 1.04 eV. As for the SMILES: [H]/N=C/CP. For the molar mass, the calculation gives 75.1 g/mol.

Mulliken atomic charge list, values in e, 5 entries:
1. C -0.11
2. C -0.64
3. N -0.55
4. P -0.08
5. H 0.39

Arrangement two

Molecular formula: C2H6NP
Method: DFT, ωB97M-V/def2-TZVPD

Structure (ORCA input):
```
! wB97M-V def2-TZVPD RIJCOSX def2/J DEFGRID3
* xyz 0 1
C 4.22244 0.27088 -0.52316
C 0.59371 -1.25940 0.17664
N 3.51598 -0.25603 0.20209
P 0.85935 0.32991 0.73834
H 4.88886 0.71168 -1.21795
H -3.39222 1.25113 -0.88194
H -0.37889 -1.85921 0.09888
H 1.37147 -1.72094 -0.39300
H -0.28912 0.51050 1.39248
H -2.72866 1.06635 -0.53980
*
```

The value obtained for the HOMO energy is -9.077 eV. The orbital gap is 9.52 eV. For the LUMO energy, the calculation gives 0.44 eV. As for the SMILES: [H][H].C#N.C=P. For the molar mass, the calculation gives 75.1 g/mol.

Mulliken atomic charge list, values in e, 5 entries:
1. C 0.06
2. C -0.47
3. N -0.37
4. P -0.01
5. H 0.29

Stability, lowest: arrangement two

Arrangement one

Molecular formula: C6H10O2
Method: DFT, ωB97M-V/def2-TZVPD

Structure (ORCA input):
```
! wB97M-V def2-TZVPD RIJCOSX def2/J DEFGRID3
* xyz 0 1
C -1.73756 0.72439 -1.16967
C 0.20612 -0.70882 -0.40207
C 1.62449 -0.09310 -0.20654
C 1.21689 0.95174 0.79483
C -0.01325 -0.68114 1.30506
C -0.71879 -1.56005 0.25054
H -2.53038 -0.39859 -0.76338
H -1.42061 1.94424 -0.30793
H -2.19016 1.04237 -2.66931
H 2.38191 -0.76763 0.16108
H 1.54126 0.47936 -1.28678
H 2.05032 0.81132 1.66426
H 1.42351 1.98590 0.16185
H 1.10469 -0.85543 1.69407
H -1.83071 -1.25015 0.46157
H -0.55104 -2.73337 0.37366
O -0.40050 0.33400 -1.28954
O -0.15618 0.77495 1.22830
*
```

The value obtained for the HOMO energy is -7.722 eV. The orbital gap is 8.27 eV. For the LUMO energy, the calculation gives 0.55 eV. For the molar mass, the calculation gives 114.1 g/mol.

Mulliken atomic charge list, values in e, 5 entries:
1. C -0.51
2. C 0.65
3. C -0.93
4. C -0.39
5. C -0.21

Arrangement two

Molecular formula: C6H10O2
Method: DFT, ωB97M-V/def2-TZVPD

Structure (ORCA input):
```
! wB97M-V def2-TZVPD RIJCOSX def2/J DEFGRID3
* xyz 0 1
C 1.24319 1.98692 0.70937
C 0.89499 1.55488 2.05657
C -0.45645 1.26709 2.26048
C -1.43808 1.59520 1.21289
C -1.11572 2.05928 -0.06255
C 0.25303 2.10960 -0.33073
H 2.32477 2.23732 0.59574
H 1.76206 1.38983 2.69483
H -0.81309 1.21684 3.28657
H -2.47222 1.31205 1.44282
H -1.87145 2.32832 -0.73076
H 0.60155 2.23955 -1.34800
H 1.13842 -5.48525 -1.93870
H 0.44065 -4.05100 -1.98096
O 1.07595 -4.60936 -1.48026
H 0.12923 -2.44146 -2.19017
H -1.35422 -2.64163 -2.05369
O -0.59738 -2.83343 -2.62646
*
```

The value obtained for the HOMO energy is -9.052 eV. The orbital gap is 9.64 eV. For the LUMO energy, the calculation gives 0.59 eV. As for the SMILES: c1ccccc1.O.O. For the molar mass, the calculation gives 114.1 g/mol.

Mulliken atomic charge list, values in e, 5 entries:
1. C -0.29
2. C -0.21
3. C -0.58
4. C -0.14
5. C -0.51

Stability, lowest: arrangement one

Arrangement one

Molecular formula: C6H10O2
Method: DFT, ωB97M-V/def2-TZVPD

Structure (ORCA input):
```
! wB97M-V def2-TZVPD RIJCOSX def2/J DEFGRID3
* xyz 0 1
O 0.09330 0.57987 -2.36681
C 0.93130 -0.14010 -1.90234
O 2.18888 -0.16105 -2.45315
C 0.85731 -1.25246 -0.89120
C -0.28633 -1.02720 0.10488
C 0.06532 0.02628 1.17762
C -1.90047 1.42095 1.91792
C -0.84752 1.21649 1.12765
H 2.31657 0.58437 -3.04703
H 0.74440 -2.17820 -1.44719
H 1.84021 -1.28138 -0.42332
H -1.15684 -0.79139 -0.51605
H -0.62103 -1.96874 0.54962
H 0.01803 -0.42381 2.13832
H 1.11084 0.32110 1.09457
H -2.38442 2.37893 2.01635
H -2.49572 0.57488 2.26450
H -0.47383 2.12146 0.65565
*
```

The value obtained for the HOMO energy is -9.488 eV. The orbital gap is 10.29 eV. For the LUMO energy, the calculation gives 0.80 eV. As for the SMILES: C=CCCCC(=O)O. For the molar mass, the calculation gives 114.1 g/mol.

Mulliken atomic charge list, values in e, 5 entries:
1. O -0.54
2. C 0.60
3. O -0.47
4. C -0.69
5. C -0.59

Arrangement two

Molecular formula: C6H10O2
Method: DFT, ωB97M-V/def2-TZVPD

Structure (ORCA input):
```
! wB97M-V def2-TZVPD RIJCOSX def2/J DEFGRID3
* xyz 0 1
C -1.22064 0.49226 1.28153
C -1.75805 0.07525 0.06910
C -1.07113 0.25456 -1.12628
C 0.13427 0.94715 -1.14526
C 0.55879 1.50031 0.05986
C -0.10776 1.32186 1.26822
H -1.57977 0.04796 2.20051
H -2.73714 -0.37951 0.13757
H -1.55419 -0.26023 -1.94825
H 0.64139 1.20542 -2.06225
H 1.49183 2.05310 0.10783
H 0.19769 1.90476 2.12381
H -0.29873 -1.72475 0.22531
H 0.77221 -2.65638 0.59990
O 0.21730 -1.97357 1.00463
H 1.85552 -0.86183 -0.16871
H 2.23398 -0.65914 -1.67642
O 2.22441 -1.28722 -0.95109
*
```

The value obtained for the HOMO energy is -9.482 eV. The orbital gap is 10.33 eV. For the LUMO energy, the calculation gives 0.84 eV. As for the SMILES: c1ccccc1.O.O. For the molar mass, the calculation gives 114.1 g/mol.

Mulliken atomic charge list, values in e, 5 entries:
1. C -0.07
2. C -0.77
3. C -0.15
4. C -0.82
5. C -0.21

Arrangement three

Molecular formula: C6H10O2
Method: DFT, ωB97M-V/def2-TZVPD

Structure (ORCA input):
```
! wB97M-V def2-TZVPD RIJCOSX def2/J DEFGRID3
* xyz 0 1
C 0.88841 -1.52683 1.40703
C -0.68443 0.26148 0.45406
C 0.03917 -1.06524 0.22774
O 0.11197 1.16195 1.19844
H -0.44282 1.94078 1.38097
H -1.61592 0.09023 1.00430
H -0.69440 -1.83867 -0.02929
H 1.38922 -2.47150 1.16972
H 0.27171 -1.67413 2.29876
H 1.67396 -0.80280 1.65013
C 0.93429 -0.87783 -0.98966
C -1.06560 0.90090 -0.91715
C -0.64872 2.09057 -1.37499
O 0.90008 -1.63518 -1.95806
H 1.71447 -0.10290 -0.88717
H -1.85210 0.38217 -1.46367
H -1.06662 2.51853 -2.28151
H 0.14732 2.64847 -0.88966
*
```

The value obtained for the HOMO energy is -9.536 eV. The orbital gap is 10.26 eV. For the LUMO energy, the calculation gives 0.72 eV. As for the SMILES: C=C[C@H](O)[C@H](C)C=O. For the molar mass, the calculation gives 114.1 g/mol.

Mulliken atomic charge list, values in e, 5 entries:
1. C -1.48
2. C 0.04
3. C 0.40
4. O -0.60
5. H 0.37

Stability, lowest: arrangement three

Arrangement one

Molecular formula: C4H12NO2
Method: DFT, ωB97M-V/def2-TZVPD

Structure (ORCA input):
```
! wB97M-V def2-TZVPD RIJCOSX def2/J DEFGRID3
* xyz -1 1
C -1.59731 -0.90854 -0.56369
C -0.34583 -0.71158 0.39317
C 0.70974 -1.79365 0.20337
N 0.20289 0.65929 0.15257
C 0.87179 0.94601 -1.23123
O 1.75808 0.09473 -1.69692
H -1.82079 -0.01513 -1.15067
H -1.38063 -1.70940 -1.26775
H -2.51454 -1.07138 0.01491
H -0.81135 -0.74069 1.38726
H 1.03940 -2.14887 1.17823
H 0.30136 -2.69227 -0.29238
H 1.65300 -1.59370 -0.30279
H 1.00247 0.62162 0.80031
H -0.01476 0.95561 -1.92846
H 1.25212 1.97266 -1.04570
H -1.97936 1.61378 1.80422
H -0.56011 1.29329 1.65138
O -1.18659 1.58349 2.38623
*
```

The value obtained for the HOMO energy is -2.819 eV. The orbital gap is 6.88 eV. For the LUMO energy, the calculation gives 4.06 eV. For the molar mass, the calculation gives 106.1 g/mol.

Mulliken atomic charge list, values in e, 5 entries:
1. C -1.40
2. C 0.63
3. C -1.41
4. N -0.68
5. C -0.43

Arrangement two

Molecular formula: C4H12NO2
Method: DFT, ωB97M-V/def2-TZVPD

Structure (ORCA input):
```
! wB97M-V def2-TZVPD RIJCOSX def2/J DEFGRID3
* xyz -1 1
C -0.58067 1.13136 1.11471
C 0.60541 0.34143 0.48004
C 1.29052 -0.48837 1.59552
N 0.08707 -0.15822 -0.75672
C -0.87953 -1.63913 -0.65537
O -0.28411 -2.78567 -0.57536
H -0.25756 1.59174 2.13381
H -0.71810 1.93603 0.39047
H -1.42687 0.50979 1.32443
H 1.46480 1.03267 0.29104
H 1.88739 0.21079 2.18391
H 0.67585 -1.02626 2.32078
H 1.91477 -1.18925 1.02190
H 0.84520 -0.71380 -1.20435
H -1.55835 -1.11354 0.01870
H -1.35039 -1.59653 -1.68017
H -1.24389 1.64733 -2.52311
H -0.03617 0.80876 -2.45412
O -0.43537 1.50086 -3.02612
*
```

The value obtained for the HOMO energy is -3.249 eV. The orbital gap is 7.25 eV. For the LUMO energy, the calculation gives 4.01 eV. For the molar mass, the calculation gives 106.1 g/mol.

Mulliken atomic charge list, values in e, 5 entries:
1. C -1.29
2. C 0.35
3. C -1.44
4. N -0.56
5. C -0.24

Arrangement three

Molecular formula: C4H12NO2
Method: DFT, ωB97M-V/def2-TZVPD

Structure (ORCA input):
```
! wB97M-V def2-TZVPD RIJCOSX def2/J DEFGRID3
* xyz -1 1
C 0.94152 -1.36884 -0.71360
C 0.55432 0.09997 -0.83558
C -0.37438 0.13265 -2.03491
N -0.12549 0.63316 0.39447
C -1.36737 -0.22666 0.94243
O -2.26767 -0.61332 0.10739
H 0.11086 -1.95408 -0.36062
H 1.37570 -1.75142 -1.62371
H 1.71295 -1.42949 0.03756
H 1.41463 0.70562 -0.92052
H 0.11562 -0.44829 -2.93106
H -1.41495 -0.19866 -1.78875
H -0.57955 1.17762 -2.35568
H -0.61527 1.50559 0.23119
H -0.80123 -1.07903 1.55133
H -1.78164 0.52520 1.64175
H 2.06049 0.50850 2.45488
H 1.72234 0.77823 1.06441
O 2.16650 1.23068 1.82404
*
```

The value obtained for the HOMO energy is -2.931 eV. The orbital gap is 7.04 eV. For the LUMO energy, the calculation gives 4.10 eV. For the molar mass, the calculation gives 106.1 g/mol.

Mulliken atomic charge list, values in e, 5 entries:
1. C -1.39
2. C 0.27
3. C -1.23
4. N -0.34
5. C -0.76

Arrangement four

Molecular formula: C4H12NO2
Method: DFT, ωB97M-V/def2-TZVPD

Structure (ORCA input):
```
! wB97M-V def2-TZVPD RIJCOSX def2/J DEFGRID3
* xyz -1 1
C -1.18367 -0.92589 0.89781
O -1.98413 -0.31679 -0.01746
C 0.33589 -0.70440 1.00390
C 1.14766 -0.09809 -0.18386
C 1.22071 1.40702 -0.05392
N -0.01512 2.05696 -0.39255
H -1.51280 -0.78003 1.90162
H -1.35161 -2.06682 0.70771
H 0.71267 -0.29778 1.97981
H 0.63200 -1.68848 1.05057
H 2.06456 -0.47426 -0.36975
H 0.57237 -0.38583 -1.12629
H 2.01840 1.82757 -0.78611
H 1.57743 1.53228 0.98226
H -0.23582 2.88955 0.12741
H -0.86541 1.44465 -0.35918
H -1.44311 -0.63841 -1.21233
H -0.89053 -1.79712 -1.97607
O -0.79950 -0.98412 -2.17356
*
```

The value obtained for the HOMO energy is -3.877 eV. The orbital gap is 8.16 eV. For the LUMO energy, the calculation gives 4.28 eV. For the molar mass, the calculation gives 106.1 g/mol.

Mulliken atomic charge list, values in e, 5 entries:
1. C -0.65
2. O -0.81
3. C -0.65
4. C -0.75
5. C -0.38

Stability, lowest: arrangement four